(1)
C39H57BrClF2MoN2OSi4Te | wB97M-V/def2-TZVPD

Geometry as XYZ:
```
109
Properties=species:S:1:pos:R:3:forces:R:3
Mo -0.25216 0.27289 0.81016 -0.25 0.15 -0.66
C 6.22636 -0.40765 -2.89776 0.00 0.03 -0.12
C 5.27223 0.35439 -3.83340 0.03 -0.05 0.07
C 4.94596 -0.50859 -5.06324 -0.04 0.07 0.07
C 5.95622 1.63836 -4.30501 -0.04 -0.06 0.02
C 3.99824 0.63641 -3.04378 -0.01 -0.01 -0.01
C 3.14050 -0.41496 -2.72995 -0.07 0.10 0.07
C 2.03449 -0.14961 -1.96206 -0.32 0.03 0.04
Br 0.83867 -1.56660 -1.54117 0.10 0.11 0.02
C 1.68522 1.11197 -1.44801 0.88 -0.35 -0.52
O 0.63059 1.16333 -0.63719 -0.55 0.46 0.07
C 2.52897 2.18525 -1.79787 -0.38 0.02 0.29
C 3.65264 1.89546 -2.57404 0.09 -0.05 -0.14
C 2.30847 3.65756 -1.41925 -0.08 0.06 0.11
C 1.12484 3.88179 -0.47389 0.05 0.00 -0.07
C 3.56206 4.21000 -0.71836 -0.04 -0.04 -0.08
C 2.05141 4.45696 -2.70657 0.02 -0.01 0.06
H 7.15734 -0.64855 -3.41448 0.01 0.00 0.01
H 5.77321 -1.33949 -2.55544 0.02 -0.03 0.00
H 6.46056 0.19533 -2.01842 0.04 0.00 0.00
H 5.81192 -0.57161 -5.72278 0.02 -0.02 0.03
H 4.11725 -0.07559 -5.62572 0.03 0.00 -0.05
H 4.67280 -1.52616 -4.78341 -0.03 -0.02 -0.01
H 6.82192 1.37878 -4.91464 0.02 0.02 0.02
H 6.31169 2.23782 -3.46516 -0.01 0.03 -0.02
H 5.28678 2.24573 -4.91720 0.01 0.02 0.00
H 3.31706 -1.42546 -3.06878 0.06 -0.01 -0.03
H 4.30046 2.72427 -2.82309 -0.03 -0.01 -0.01
H 1.27612 3.34562 0.46327 -0.06 0.02 0.03
H 0.18403 3.56200 -0.91922 -0.02 -0.05 0.06
H 1.04149 4.94601 -0.24515 0.05 0.01 -0.02
H 3.86080 3.57174 0.11598 0.01 0.00 0.01
H 3.34556 5.20495 -0.32636 0.04 0.02 -0.02
H 4.40636 4.29893 -1.40199 0.04 -0.02 0.05
H 1.10814 4.15477 -3.16444 0.02 -0.01 -0.04
H 2.84987 4.31125 -3.43406 -0.01 0.01 -0.02
H 1.99767 5.52366 -2.48024 -0.04 0.00 0.02
F -1.65789 5.24372 2.54043 -0.02 0.09 0.01
C -2.08287 4.04606 2.12878 -0.07 -0.14 0.01
C -1.16345 3.01643 2.04245 0.34 -0.11 0.14
C -1.55169 1.75114 1.61402 -0.18 0.27 -0.28
C -2.90532 1.57087 1.26169 0.09 -0.13 -0.01
C -3.79474 2.63437 1.35520 0.20 -0.02 0.08
F -5.06883 2.47974 0.96878 -0.07 0.00 0.01
C -3.40982 3.88551 1.79364 -0.01 0.05 -0.04
C -3.26126 0.25857 0.70886 0.11 0.00 0.07
C -4.53162 -0.29888 0.77573 -0.15 -0.05 -0.11
C -4.76595 -1.54645 0.22696 0.25 0.11 -0.04
C -3.70042 -2.21415 -0.35900 -0.13 -0.06 -0.03
C -2.45736 -1.62749 -0.34123 0.15 0.05 -0.12
N -2.20917 -0.41434 0.18054 -1.02 -0.35 -0.28
H -0.13980 3.25231 2.30222 -0.02 0.02 -0.04
H -4.11360 4.70426 1.83766 0.00 -0.01 0.02
H -5.32820 0.24321 1.25870 0.01 0.05 -0.03
H -5.75316 -1.98672 0.24904 -0.01 0.00 0.06
H -3.81802 -3.19335 -0.80052 0.00 0.08 -0.01
H -1.61562 -2.15954 -0.75552 0.04 0.11 0.07
C -1.13509 -4.42213 -2.24501 0.15 0.07 0.32
Si -1.17250 -5.37826 -0.61231 -0.27 -0.39 -0.10
C -2.97591 -5.80915 -0.19139 0.15 0.15 0.10
C -0.30285 -7.04056 -0.89117 0.09 0.26 0.16
Si 0.07619 -4.48481 1.22978 0.00 0.65 -0.09
Te -0.02942 -1.92562 2.13779 0.32 -1.09 0.45
Si 2.39122 -4.73998 0.64774 0.36 0.07 0.03
C 3.44556 -3.38584 1.43899 -0.22 -0.11 0.02
C 2.73396 -4.67258 -1.21294 -0.26 -0.06 0.11
C 2.89993 -6.43250 1.31977 -0.16 0.15 -0.04
Si -0.44331 -5.33551 3.40638 0.00 -0.08 0.24
C -0.63270 -7.21224 3.38494 0.10 0.23 -0.17
C 0.99756 -4.82173 4.51674 -0.14 -0.03 -0.25
C -2.03231 -4.53532 4.03777 0.17 0.01 -0.24
H -1.45529 -5.08408 -3.05210 -0.03 -0.06 0.04
H -0.12862 -4.07273 -2.48349 -0.02 -0.06 -0.05
H -1.80038 -3.55607 -2.24894 0.02 -0.07 -0.06
H -3.14964 -6.87449 -0.35258 0.07 -0.02 -0.01
H -3.68842 -5.27664 -0.82390 0.03 -0.01 0.01
H -3.22268 -5.59410 0.85008 -0.03 0.02 -0.01
H -0.79175 -7.58692 -1.70059 -0.09 0.05 -0.01
H -0.35428 -7.66347 0.00516 -0.01 0.00 0.01
H 0.74804 -6.93033 -1.16015 0.00 -0.01 0.01
H 3.18401 -2.40611 1.03077 -0.04 0.00 0.01
H 4.50709 -3.55478 1.24496 0.00 -0.09 -0.05
H 3.30079 -3.34774 2.52054 0.00 0.04 0.00
H 2.37302 -3.74008 -1.64713 0.08 -0.07 0.03
H 2.26402 -5.49075 -1.76041 0.02 -0.02 0.01
H 3.80855 -4.72989 -1.39983 0.04 -0.03 0.11
H 2.80116 -6.46908 2.40642 0.00 0.00 0.00
H 3.93825 -6.66455 1.07510 0.02 0.06 -0.05
H 2.27673 -7.22663 0.90299 0.00 -0.01 0.00
H 0.29375 -7.69622 3.06981 0.00 -0.02 -0.01
H -1.42851 -7.52912 2.70816 -0.01 0.00 -0.01
H -0.87937 -7.58135 4.38223 0.00 0.05 0.04
H 1.93259 -5.28424 4.19538 0.00 -0.01 0.02
H 0.82149 -5.10256 5.55663 -0.05 -0.03 0.00
H 1.13138 -3.73912 4.47501 0.01 0.01 0.05
H -2.89206 -4.80319 3.42039 -0.01 -0.02 0.00
H -1.93815 -3.44817 4.02084 -0.04 0.01 0.02
H -2.24771 -4.83304 5.06550 0.06 -0.09 0.01
Cl 5.36723 1.16543 1.46112 -0.02 0.02 -0.04
C 3.80349 1.31014 2.16698 0.06 0.03 0.14
C 3.63481 1.87170 3.42251 -0.15 -0.13 -0.11
C 2.35080 1.87674 3.94719 0.19 0.08 0.03
C 1.30509 1.39028 3.19358 -0.23 -0.08 -0.10
N 1.45646 0.91958 1.94107 0.93 0.34 0.89
C 2.70766 0.84639 1.46564 -0.11 -0.08 -0.28
H 4.48065 2.26604 3.96758 0.00 -0.02 0.03
H 2.15900 2.26236 4.93806 -0.02 0.00 0.00
H 0.29753 1.37486 3.58439 0.01 0.01 0.02
H 2.85022 0.40502 0.48888 0.00 0.02 -0.01
```
Positions in Å, forces in eV/Å.

Output
**Total charge**: +1
**Gap between HOMO and LUMO (alpha / beta)**: 6.2 / 6.8 eV
**Multiplicity**: 3
**Lowest unoccupied orbital energy (alpha / beta)**: -3.93 / -3.60 eV

These are the Mulliken partial charges, in e, on atoms 1 to 8: -0.49, -1.52, 1.83, -1.71, -2.04, -0.36, -0.07, 0.78

=====

(2)
C39H57IrN9P2S | wB97M-V/def2-TZVPD

Geometry as XYZ:
```
109
Properties=species:S:1:pos:R:3:forces:R:3
Ir -1.03603 0.01102 0.63412 0.11 0.41 -0.46
C -2.51203 3.40868 5.05108 0.01 -0.02 -0.08
N -2.24992 3.00866 3.66439 0.00 0.04 -0.01
C -2.34971 3.84441 2.58678 0.00 -0.01 0.08
C -1.97603 3.11905 1.49815 0.07 0.03 -0.07
N -1.64065 1.85103 1.89830 -0.11 -0.09 0.10
C -1.81892 1.81001 3.21770 0.07 -0.01 0.00
P -1.53448 0.38137 4.30408 0.04 0.05 0.08
C -2.51449 -0.82590 3.36909 0.03 0.00 -0.08
N -2.46711 -1.06080 2.05714 -0.03 -0.13 0.11
C -3.48712 -1.93880 1.78598 0.02 0.05 -0.08
C -4.13325 -2.24415 2.94379 -0.05 0.00 0.04
N -3.51119 -1.54059 3.93311 -0.04 0.01 0.04
C -3.91472 -1.54385 5.34446 0.03 -0.01 -0.08
C 0.13063 -0.08209 3.75177 -0.05 0.00 -0.17
N 0.54681 -0.33213 2.50673 0.04 -0.04 0.23
C 1.86862 -0.68526 2.62676 -0.07 -0.07 -0.01
C 2.24256 -0.63690 3.93566 -0.02 0.01 0.06
N 1.13855 -0.25368 4.63684 0.03 -0.04 0.02
C 1.08539 -0.10172 6.09548 0.01 0.00 -0.08
H -3.22849 4.22431 5.03945 0.00 0.01 0.02
H -2.93492 2.57463 5.60251 0.00 -0.01 0.02
H -1.59071 3.73955 5.52519 0.00 0.01 0.01
H -2.67267 4.86696 2.68722 0.01 -0.02 -0.02
H -1.91536 3.44716 0.47397 0.00 -0.04 0.01
H -3.72349 -2.27987 0.79363 0.05 -0.01 0.02
H -4.97403 -2.88725 3.14274 0.02 0.01 -0.02
H -4.60054 -2.37158 5.49589 0.00 0.00 0.01
H -3.04516 -1.68495 5.97979 0.00 0.01 0.02
H -4.41658 -0.61186 5.59393 0.00 0.00 0.02
H 2.48635 -0.96131 1.79297 -0.01 0.01 -0.01
H 3.18363 -0.83962 4.41897 -0.01 0.00 -0.03
H 2.09952 -0.17051 6.47629 0.00 -0.01 0.02
H 0.67654 0.86992 6.35776 -0.01 0.01 0.01
H 0.48286 -0.89279 6.53500 0.00 0.00 0.02
C -3.45298 2.17907 -3.60702 0.01 -0.10 0.03
N -3.28235 0.73474 -3.41018 -0.05 0.00 -0.07
C -3.50470 -0.21772 -4.37582 0.03 0.02 0.04
C -3.23712 -1.41581 -3.82259 -0.04 0.00 -0.05
N -2.86054 -1.19276 -2.50357 0.11 -0.07 -0.02
C -2.87232 0.14645 -2.27650 0.00 0.10 0.03
S -2.50658 1.08718 -0.88536 -0.19 -0.08 0.03
C -2.47898 -2.26909 -1.63845 -0.07 0.14 -0.06
C -2.96764 -3.53814 -1.91744 0.01 -0.04 0.01
C -2.49437 -4.60480 -1.17292 0.00 -0.02 0.01
C -1.56263 -4.37003 -0.17224 -0.02 0.01 -0.03
C -1.19318 -3.06562 0.07363 -0.04 -0.03 0.00
N -1.64754 -2.01867 -0.63602 0.19 -0.13 0.15
H -3.75471 2.33811 -4.63751 -0.01 0.02 0.00
H -2.50997 2.68682 -3.41705 0.00 0.02 0.00
H -4.22218 2.55164 -2.93525 0.00 0.02 0.00
H -3.82754 0.03971 -5.36999 0.00 -0.02 0.00
H -3.25969 -2.39386 -4.26554 0.01 0.01 0.01
H -3.70602 -3.69975 -2.68844 0.00 0.01 0.02
H -2.85520 -5.60490 -1.37474 0.01 0.01 0.00
H -1.15056 -5.17354 0.42178 -0.01 0.00 -0.01
H -0.51032 -2.83063 0.88177 0.00 0.02 0.00
C 1.34567 1.24318 -5.26564 0.03 0.01 -0.02
C 0.73190 -0.14046 -5.00440 -0.04 0.00 -0.02
C 0.19626 -0.24657 -3.56737 0.01 -0.03 0.04
C 1.11631 0.54709 -2.63267 0.04 0.01 -0.04
C 0.85482 2.03978 -2.91135 -0.06 0.01 0.02
C 0.63948 2.29672 -4.41978 -0.01 0.03 0.02
P 1.14847 0.10523 -0.84255 -0.13 -0.09 0.09
C 2.05641 -1.50836 -0.74755 0.04 -0.07 -0.02
C 1.61029 -2.58458 -1.74979 0.03 0.04 -0.05
C 2.13321 -3.95404 -1.28638 -0.01 -0.02 0.02
C 3.52379 -3.85986 -0.63827 -0.02 -0.02 0.00
C 4.28271 -2.67709 -1.21928 0.03 -0.01 -0.02
C 3.59327 -1.35503 -0.85055 -0.03 0.06 0.04
C 2.13388 1.42090 -0.00642 0.13 0.01 0.02
C 1.30289 2.68513 0.25946 0.00 0.02 -0.01
C 1.94228 3.47229 1.40800 -0.03 0.01 0.01
C 3.47917 3.44699 1.30528 0.00 0.00 0.02
C 3.90806 3.23302 -0.14314 0.00 0.00 -0.01
C 3.50151 1.82739 -0.61669 -0.04 0.01 -0.03
H 1.28466 1.49085 -6.32450 -0.02 0.00 0.01
H 2.41181 1.24290 -5.02334 -0.01 -0.01 0.01
H 1.46773 -0.92586 -5.18961 0.01 0.01 0.02
H -0.09225 -0.32033 -5.69905 0.02 -0.01 0.00
H 0.06651 -1.28766 -3.28502 0.01 -0.01 0.01
H -0.78493 0.22637 -3.52298 -0.06 0.00 0.02
H 2.15277 0.31140 -2.91436 0.00 0.02 0.00
H 1.68185 2.64921 -2.55094 0.04 -0.04 -0.05
H -0.03372 2.35512 -2.35075 0.01 0.02 -0.01
H 0.99377 3.29649 -4.66843 -0.01 0.00 0.00
H -0.42989 2.28881 -4.65770 0.02 -0.02 -0.01
H 1.80138 -1.90536 0.23985 0.00 0.03 0.02
H 2.00886 -2.33712 -2.73740 0.01 -0.02 0.02
H 0.52889 -2.63291 -1.85728 -0.05 0.01 0.01
H 2.15908 -4.62788 -2.14423 0.02 0.01 0.00
H 1.42480 -4.38931 -0.57488 0.00 0.00 -0.01
H 4.07378 -4.78750 -0.78934 -0.01 0.00 0.00
H 3.43252 -3.73672 0.44631 0.00 0.01 -0.01
H 4.33498 -2.77972 -2.30604 0.00 0.00 0.01
H 5.31444 -2.65363 -0.86965 -0.01 0.00 0.01
H 3.84838 -0.59785 -1.59354 -0.01 -0.03 -0.02
H 3.98326 -0.98937 0.10378 0.00 -0.02 -0.01
H 2.32628 0.98580 0.97642 0.02 0.00 -0.01
H 0.26992 2.43997 0.50109 -0.05 -0.01 0.03
H 1.26522 3.30011 -0.63937 0.01 -0.01 0.06
H 1.61708 3.05059 2.36575 0.02 0.00 -0.01
H 1.57895 4.50138 1.37925 0.00 -0.01 0.00
H 3.88911 2.63662 1.91716 -0.01 0.01 0.00
H 3.89841 4.36855 1.70616 0.01 0.00 -0.02
H 4.98639 3.34495 -0.25102 0.00 -0.01 0.00
H 3.45886 4.00082 -0.77847 -0.01 0.00 0.01
H 4.26348 1.11958 -0.29843 0.00 0.02 0.02
H 3.48054 1.79048 -1.70766 0.02 0.02 0.00
```
Positions in Å, forces in eV/Å.

Output
**Total charge**: +3
**Gap between HOMO and LUMO (alpha / beta)**: 7.3 / 6.3 eV
**Multiplicity**: 5
**Lowest unoccupied orbital energy (alpha / beta)**: -7.49 / -10.13 eV

These are the Mulliken partial charges, in e, on atoms 1 to 8: 3.80, -0.84, 0.18, -0.78, -0.55, 0.31, -0.45, -0.47

=====

Sequential max |F| output: 1.3 0.6 eV/Å
Sequential relative energy (zero: lowest compared OMol25 entry of this formula, charge and spin) output: 20.5 4.5 kcal per mole